[1]
The following is a quantum chemistry calculation of a 6-piece molecular cluster, C47H50N5O24 overall, from the Open Molecules 2025 dataset.

Structure (ORCA input):
```
! RIJCOSX wB97M-V def2-TZVPD def2/J DEFGRID3
* xyz 1 1
C 7.044 0.006 4.743
C 5.523 0.202 4.695
C 5.040 0.809 3.378
O 4.176 -0.169 2.772
N 3.687 0.142 1.496
C 2.494 0.828 1.555
N 2.319 1.898 2.426
C 2.281 3.245 1.782
C 1.126 4.105 2.322
N 0.550 4.888 1.229
N 1.527 0.397 0.790
C 1.666 -0.777 -0.088
C 1.510 -2.148 0.610
C 1.480 -2.149 2.124
O 2.373 -2.600 2.784
O 0.381 -1.559 2.695
C 0.234 1.093 0.692
O -0.757 0.132 0.654
C -2.041 0.715 0.392
C -2.779 1.019 1.689
C 4.650 0.379 0.466
C 5.178 -0.700 -0.232
C 6.102 -0.446 -1.222
C 6.456 0.880 -1.463
N 5.979 1.914 -0.784
C 5.094 1.661 0.170
H 7.562 0.932 4.991
H 7.419 -0.317 3.769
H 7.322 -0.771 5.452
H 5.044 -0.766 4.828
H 5.244 0.875 5.504
H 4.508 1.744 3.542
H 5.893 1.019 2.727
H 1.488 1.752 2.990
H 2.162 3.155 0.702
H 3.217 3.755 2.005
H 1.509 4.793 3.073
H 0.385 3.476 2.836
H -0.159 4.350 0.738
H 0.046 5.681 1.610
H 0.884 -0.654 -0.831
H 2.614 -0.740 -0.612
H 0.597 -2.609 0.231
H 2.345 -2.785 0.329
H -0.382 -2.150 2.642
H 0.117 1.771 1.534
H 0.241 1.674 -0.241
H -1.904 1.648 -0.157
H -2.601 0.025 -0.237
H -2.331 1.900 2.154
H -2.621 0.182 2.368
H -3.833 1.180 1.486
H 4.861 -1.706 0.014
H 6.537 -1.248 -1.801
H 7.164 1.106 -2.251
H 4.725 2.513 0.730
C 5.671 2.244 -6.436
C 6.628 2.479 -7.347
C 7.956 3.109 -6.979
O 8.754 3.258 -7.884
C 8.189 3.490 -5.600
C 7.229 3.259 -4.694
C 5.914 2.608 -5.061
O 5.133 2.429 -4.140
O 7.338 3.566 -3.409
O 6.514 2.188 -8.627
H 4.722 1.792 -6.690
H 9.133 3.951 -5.349
H 6.500 3.305 -2.977
H 7.353 2.461 -9.050
C -4.227 -2.260 1.668
C -3.993 -3.575 1.758
C -5.072 -4.549 2.173
O -4.746 -5.723 2.194
C -6.379 -4.042 2.514
C -6.610 -2.722 2.425
C -5.543 -1.747 1.980
O -5.849 -0.570 1.915
O -7.769 -2.160 2.709
O -2.819 -4.133 1.514
H -3.464 -1.557 1.370
H -7.136 -4.747 2.825
H -7.666 -1.200 2.558
H -2.924 -5.090 1.694
C -4.979 5.945 -1.543
C -4.209 5.219 -0.723
C -3.023 4.429 -1.223
O -2.386 3.806 -0.378
C -2.719 4.434 -2.624
C -3.492 5.150 -3.454
C -4.668 5.964 -2.960
O -5.290 6.584 -3.799
O -3.311 5.204 -4.758
O -4.410 5.124 0.584
H -5.828 6.515 -1.196
H -1.884 3.845 -2.974
H -4.006 5.796 -5.112
H -3.713 4.535 0.929
C -5.378 0.243 -6.523
C -4.564 1.007 -5.782
C -4.886 1.379 -4.353
O -4.058 2.060 -3.766
C -6.126 0.924 -3.774
C -6.947 0.162 -4.515
C -6.614 -0.237 -5.938
O -7.423 -0.944 -6.505
O -8.100 -0.309 -4.086
O -3.418 1.504 -6.220
H -5.155 -0.031 -7.544
H -6.356 1.210 -2.757
H -8.481 -0.826 -4.825
H -3.047 2.029 -5.485
C -2.935 -9.661 4.744
C -3.148 -8.430 4.251
C -2.181 -7.288 4.502
O -2.444 -6.215 3.983
C -1.017 -7.528 5.321
C -0.813 -8.757 5.819
C -1.760 -9.907 5.548
O -1.460 -10.979 6.038
O 0.216 -9.086 6.577
O -4.190 -8.110 3.507
H -3.614 -10.483 4.566
H -0.341 -6.705 5.507
H 0.108 -10.036 6.785
H -4.130 -7.152 3.306
*
```

## Properties
* E_tot: -106129.4307 eV
* HOMO level: -0.4006 Eh

Mulliken population analysis, charges in e, atoms 1 to 4:
1 C -1.292
2 C -0.554
3 C 0.103
4 O -0.333

***

[2]
The following is a quantum chemistry calculation of C47H50NO4PPtSiTe as an isolated structure in a non-equilibrium geometry, from the Open Molecules 2025 dataset.

Structure (ORCA input):
```
! RIJCOSX wB97M-V def2-TZVPD def2/J DEFGRID3
* xyz -1 4
Pt -0.558 0.440 0.327
O 3.732 0.038 0.337
C 2.918 -0.074 1.231
O 1.645 -0.375 1.063
C 3.207 0.013 2.688
C 4.468 -0.129 3.236
C 4.597 -0.174 4.614
C 3.466 -0.111 5.417
C 2.202 0.046 4.863
C 2.070 0.152 3.489
P 0.571 0.385 2.444
C -0.155 -1.288 2.919
C -1.031 -1.386 4.003
C -1.541 -2.609 4.407
C -1.183 -3.771 3.744
C -0.305 -3.693 2.673
C 0.196 -2.470 2.263
C -0.552 1.484 3.470
C -0.111 2.321 4.490
C -0.983 3.218 5.088
C -2.300 3.301 4.668
C -2.741 2.499 3.625
C -1.865 1.614 3.021
H 5.319 -0.217 2.575
H 5.575 -0.281 5.064
H 3.578 -0.187 6.491
H 1.333 0.080 5.508
H -1.312 -0.493 4.543
H -2.219 -2.655 5.250
H -1.576 -4.728 4.060
H -0.010 -4.595 2.153
H 0.878 -2.433 1.425
H 0.920 2.277 4.812
H -0.634 3.863 5.884
H -2.980 4.000 5.139
H -3.765 2.570 3.278
H -2.196 0.993 2.189
C -3.589 5.862 -6.911
C -2.979 5.139 -5.744
C -2.964 5.711 -4.482
C -2.416 5.043 -3.396
C -2.437 5.693 -2.040
C -1.852 3.774 -3.566
Te -1.044 2.724 -1.791
N 0.326 2.394 0.082
C 0.883 2.870 1.135
O 1.497 2.106 1.988
C 0.887 4.330 1.422
C 1.978 4.914 2.066
C 2.001 6.279 2.295
C 0.936 7.076 1.900
C -0.162 6.496 1.279
C -0.186 5.133 1.040
C 0.862 2.516 -2.722
C 1.390 1.258 -3.012
C 0.698 -0.040 -2.721
C 2.657 1.176 -3.587
C 3.414 2.298 -3.861
C 4.786 2.199 -4.465
C 2.880 3.537 -3.535
C 1.626 3.663 -2.962
C 1.145 5.031 -2.582
C -1.885 3.181 -4.832
C -1.332 1.800 -5.040
C -2.444 3.869 -5.901
H -3.891 6.869 -6.630
H -4.464 5.321 -7.272
H -2.883 5.940 -7.739
H -3.379 6.703 -4.348
H -2.875 6.689 -2.087
H -1.428 5.772 -1.637
H -3.025 5.090 -1.346
H 2.803 4.285 2.373
H 2.849 6.735 2.790
H 0.964 8.145 2.068
H -1.003 7.114 0.993
H -1.044 4.664 0.573
H -0.328 0.096 -2.380
H 1.257 -0.558 -1.936
H 0.694 -0.680 -3.605
H 3.065 0.197 -3.802
H 5.040 1.165 -4.690
H 5.530 2.591 -3.770
H 4.842 2.784 -5.384
H 3.476 4.424 -3.713
H 1.963 5.749 -2.609
H 0.739 5.005 -1.569
H 0.365 5.370 -3.265
H -1.498 1.193 -4.148
H -0.256 1.838 -5.226
H -1.808 1.316 -5.892
H -2.460 3.409 -6.882
C -4.615 -0.385 1.041
Si -3.512 -0.916 -0.429
C -4.621 -1.044 -1.979
C -2.821 -2.659 -0.061
O -2.399 0.180 -0.725
H -5.633 -0.766 0.968
H -4.667 0.703 1.075
H -4.210 -0.724 1.993
H -5.491 -1.675 -1.805
H -4.068 -1.456 -2.821
H -4.970 -0.056 -2.271
H -3.593 -3.425 -0.147
H -2.405 -2.717 0.946
H -2.020 -2.917 -0.754
*
```

## Properties
* ⟨S²⟩: 3.769
* relative energy (zero: lowest compared OMol25 entry of this formula, charge and spin): 120.4 kJ/mol
* E_tot: -86938.4662 eV
* HOMO level (alpha / beta): -0.1203 / -0.1943 Eh

Mulliken population analysis, charges in e, atoms 1 to 4:
1 Pt 1.868
2 O -0.779
3 C -0.202
4 O -0.610